Entry 1:
Here is a 21-piece molecular cluster, C35H111ClO24 overall in a non-equilibrium geometry from the Open Molecules 2025 dataset. Energies are from the ωB97M-V functional and the def2-TZVPD basis.

Summary:
2S+1: 1
E_HOMO in eV: -9.4706
Orbital gap in eV: 9.27

XYZ file:
```
171
C35H111ClO24 | the Open Molecules 2025 dataset | the ωB97M-V functional and the def2-TZVPD basis
Cl -0.2767 0.2381 0.2959
O 2.7403 -2.0667 -5.9093
O 0.8557 -2.1989 -3.5889
O -1.5138 -0.2839 0.9008
O 1.4709 0.4236 7.6471
O 3.2199 4.9353 2.0936
O -3.0484 4.2542 -3.8647
O 5.4300 0.2507 -2.3486
O -6.8329 -3.2791 4.2951
O -5.4092 1.5056 -1.0505
O -2.5513 -6.7253 -0.1433
O -0.2978 1.7302 0.1816
O 4.8083 1.7539 2.5696
O 2.4585 3.9355 -4.0401
O 1.2403 5.2447 4.7913
O -1.0507 -2.2882 3.1959
O 4.8055 -5.9317 1.5386
O 1.9894 2.9092 3.7544
O -6.1155 0.6301 -3.8996
O 1.0655 4.4150 0.6467
O 2.4897 0.7867 5.0986
O 0.5028 2.6430 -2.5470
O -0.0837 -0.2979 -0.9974
O 0.9789 -0.1589 0.9983
O -0.7322 2.8348 3.3098
C 2.4646 -0.6539 -6.0495
C 3.5765 4.5974 -1.9171
C 5.7365 -5.8961 -0.5983
C 3.6260 -4.4571 0.1165
C 4.4993 5.0344 1.5841
C -0.4066 -0.8624 6.8690
C -6.4932 -2.6075 3.1095
C -0.9909 -3.6603 -4.1576
C -5.1781 0.8574 -6.1218
C 4.7373 -0.9905 -2.4185
C -5.9865 -1.1870 3.3587
C -4.3807 0.6783 -0.3653
C 0.9325 6.2520 3.8723
C 3.9549 5.8355 -4.2261
C 0.4483 -0.8105 9.2806
C -0.7015 -1.5261 -5.2521
C 4.9785 -5.0268 0.5194
C -3.9698 -0.0731 -4.0762
C -0.5614 -2.2567 -3.9293
C 4.2028 1.2860 1.3512
C 5.7263 -2.0238 -1.8789
C 0.1564 5.1232 -0.2014
C 2.1114 -0.3066 4.2279
C -0.4496 -3.5593 2.9020
C 3.0360 5.0152 -3.3086
C -0.2423 1.9018 -3.5336
C -5.4827 -3.5255 2.3472
C 3.3126 -0.8630 -1.8237
C -4.0169 4.0326 -2.8574
C -1.8610 3.6750 3.4478
C -5.2649 0.0748 -4.8462
C -3.6937 -6.4204 -0.8685
C 0.8278 -0.8164 7.7960
C -3.6150 -4.9050 -1.4011
C -4.9056 -6.6545 -0.0242
H 2.5486 4.9472 1.4075
H 4.3328 6.5946 -3.5413
H 0.8328 -1.8583 -2.6917
H -2.3609 3.6026 -3.7089
H 2.7362 4.2725 -1.3035
H -2.0503 -3.7663 -4.3910
H -7.7842 -3.2744 4.4238
H 3.2384 1.7568 1.1608
H 4.8748 5.2962 -4.4517
H 4.2232 3.7209 -1.9572
H 5.2933 -6.8678 -0.8157
H 0.7821 3.5089 0.7892
H -0.4557 -4.1243 -4.9861
H 3.5857 -4.1217 -0.9198
H 2.0793 -2.3895 -5.2924
H -6.6859 -0.6250 3.9777
H -2.6854 2.9906 3.6479
H -3.6369 4.5226 -1.9609
H 1.0503 2.7359 3.8532
H -5.2662 -3.0496 1.3908
H -1.8257 4.3650 4.2909
H -5.6776 -0.9103 -5.0638
H -1.1979 -1.6732 2.4736
H 0.8169 1.1144 7.5185
H 2.1218 -1.3021 4.6718
H -4.0160 1.4959 0.2564
H 5.7057 -6.1721 1.7697
H -5.0900 -5.9174 0.7572
H -5.0052 -7.6276 0.4567
H 1.0930 -0.2496 3.8436
H 1.5765 5.6721 5.5825
H -4.2617 -0.5254 -3.1284
H -0.9820 -1.7773 7.0109
H 1.7516 3.5980 -3.4852
H 0.1201 -1.8147 9.5488
H 6.0297 -1.9067 -0.8386
H 3.3675 -0.1510 -6.3957
H -4.8907 -0.0232 0.2950
H -3.9130 2.9595 -2.6969
H -3.6135 -7.1205 -1.7001
H 2.1253 0.5802 5.9624
H 5.1890 4.8075 2.3970
H 6.6255 -2.0923 -2.4912
H 4.1734 5.3062 -1.3432
H 1.7990 -0.5140 -6.9012
H 3.5410 6.2851 -5.1286
H -1.7141 -1.4819 -5.6529
H -5.0044 -1.1416 3.8295
H -1.2202 -4.1259 2.3792
H 1.2329 -0.7122 10.0309
H 5.8197 -5.3597 -1.5436
H -0.8328 -4.4024 -3.3751
H 0.3511 6.1937 -0.1369
H -6.0116 0.7367 -6.8137
H -5.5851 1.0718 -1.8887
H 0.9092 5.7115 2.9260
H 2.8542 -1.8495 -1.8938
H 3.3620 -3.5599 0.6764
H -5.9230 -0.6472 2.4139
H 2.1747 5.6589 -3.1298
H 0.1874 0.9015 -3.4806
H 1.5696 7.1342 3.8089
H -0.3177 -4.1082 3.8344
H -0.0978 6.5954 3.9656
H 5.6745 1.3400 2.5811
H 0.6344 2.1278 -1.7477
H 2.5088 2.2698 4.2473
H -4.3241 0.6536 -6.7678
H -3.6071 0.2287 -0.9879
H -0.9856 -0.0030 7.2070
H 0.4977 4.8770 -1.2069
H -0.3158 -0.5096 -5.1731
H 5.3288 -3.0300 -2.0120
H -2.1812 4.1878 2.5408
H -5.9739 -4.4824 2.1709
H -4.5240 -3.6554 2.8494
H 4.7601 -1.2497 -3.4770
H -1.3015 1.8389 -3.2838
H 4.7478 1.7411 0.5242
H 2.7935 -5.1193 0.3541
H 4.6437 4.2180 0.8764
H -5.0361 4.3951 -2.9916
H 2.1856 3.8208 3.9828
H -5.7051 -6.5195 -0.7527
H 4.0474 0.2125 1.2437
H -1.1747 -1.7766 -3.1667
H -4.4773 -4.6171 -2.0026
H -7.0122 0.5819 -4.2390
H -3.3111 -0.8006 -4.5505
H -0.0781 2.2768 -4.5439
H 4.9476 0.9203 -2.8390
H -5.0750 1.9163 -5.8846
H 0.4085 -3.4753 2.2351
H -2.7311 -4.7069 -2.0074
H -0.9226 2.2979 2.5371
H 3.4196 -0.4389 -0.8253
H 5.6990 -4.2431 0.7533
H 1.9948 -0.0474 -5.2752
H -0.3677 -0.1419 9.5551
H 2.6399 -0.2166 -2.3874
H -0.9054 4.9185 -0.0644
H 1.5073 -1.6370 7.5659
H -7.2568 -2.6874 2.3357
H 4.6400 5.9680 1.0393
H -3.4288 0.8328 -3.8026
H -2.6587 -6.2796 0.7001
H -3.5973 -4.2210 -0.5526
H -0.1023 -0.7133 5.8330
H 2.9615 -0.3771 3.5494
H 6.7695 -6.0953 -0.3131
H 0.0039 -2.0146 -5.9243
```

=====

Entry 2:
Here is C35H22BN2O10Zr as an isolated structure from the Open Molecules 2025 dataset. Energies are from the ωB97M-V functional and the def2-TZVPD basis.

Summary:
2S+1: 1
E_HOMO in eV: -4.6282
Total charge: -1
Orbital gap in eV: 6.72
ΔE to the lowest compared entry with this formula, charge and spin in kcal per mole: 0.00

XYZ file:
```
71
C35H22BN2O10Zr | the Open Molecules 2025 dataset | the ωB97M-V functional and the def2-TZVPD basis
Zr -0.2629 0.6821 1.0844
O -0.9351 -0.4588 -0.5383
O -2.9837 -0.5122 3.8841
O -5.3416 -4.7882 -1.2244
O -2.0711 3.1580 -1.9265
O 3.0596 0.6381 2.8846
O -1.2703 0.7577 2.9601
O -0.1812 -1.1848 1.8820
O -0.6726 2.3736 -0.3361
O 1.3217 2.0790 2.3741
O -5.1039 -4.8582 0.9107
N -4.8034 -4.4188 -0.1901
N -2.4796 1.1811 0.8856
C 2.3854 1.3380 -3.0899
C 3.3504 -0.9613 -2.3912
C 1.7947 3.2880 -5.0111
C 3.2283 -1.5090 -3.6708
C -1.5266 -1.4806 2.1069
C 3.7997 -2.7336 -3.9822
C 4.0689 -1.6894 -1.4369
C 1.1941 2.0602 -3.0314
C 4.6328 -2.9152 -1.7465
C 4.5050 -3.4468 -3.0246
C -4.2935 1.7303 -0.4777
C 2.1573 1.5299 6.3425
C -3.2100 0.4367 1.6979
C 2.8823 0.8836 5.3412
C -2.9520 1.8186 -0.1676
C 2.7088 0.3288 -2.0507
C 1.1081 2.3913 6.0377
C -2.2554 -0.1711 2.7243
C -2.1818 -1.9906 0.8355
C -1.8044 -1.4367 -0.4204
C 2.3970 0.5643 -0.7808
C -1.8207 2.5370 -0.9117
C -3.1456 -2.9722 0.8843
C 1.4693 1.9991 3.7468
C 2.5119 1.1379 4.0430
C 0.9038 3.0305 -3.9781
C 2.1021 0.7874 0.4345
C -2.4457 -1.9203 -1.5780
C 2.9849 2.5735 -5.0817
C -5.0956 0.9554 0.3607
C 3.2792 1.6106 -4.1285
C -4.5650 0.2909 1.4643
C 0.7440 2.6418 4.7157
C -3.4182 -2.8864 -1.5105
C -3.7758 -3.4141 -0.2729
B 2.3275 1.1880 1.8335
H 4.9467 -4.4054 -3.2657
H -2.3548 -0.4131 4.6091
H -0.0283 3.5760 -3.8993
H -6.1524 0.8563 0.1456
H 4.1741 -1.2805 -0.4395
H 3.6899 2.7758 -5.8794
H 5.1788 -3.4595 -0.9857
H 0.5593 2.8683 6.8386
H 2.4168 1.3505 7.3776
H -3.4328 -3.4036 1.8347
H 2.6655 -0.9693 -4.4219
H 4.2143 1.0655 -4.1792
H -2.1488 -1.4864 -2.5243
H 3.6833 -3.1416 -4.9793
H -1.6262 -2.2444 2.8867
H 3.6938 0.2064 5.5689
H 1.5663 4.0392 -5.7573
H 0.4959 1.8675 -2.2290
H -5.1728 -0.3243 2.1123
H -4.6870 2.2409 -1.3449
H -3.9179 -3.2462 -2.3984
H -0.0847 3.2849 4.4546
```

=====

Entry 3:
Here is C35H22N8OSc as an isolated structure in a non-equilibrium geometry from the Open Molecules 2025 dataset. Energies are from the ωB97M-V functional and the def2-TZVPD basis.

Summary:
2S+1: 1
E_HOMO (alpha / beta) in eV: -9.3124 / -9.3849
Total charge: +1
Orbital gap (alpha / beta) in eV: 4.89 / 5.03
ΔE to the lowest compared entry with this formula, charge and spin in kcal per mole: 4.23

XYZ file:
```
67
C35H22N8OSc | the Open Molecules 2025 dataset | the ωB97M-V functional and the def2-TZVPD basis
Sc -0.0918 -0.0309 0.1596
O -0.6345 -1.9025 -0.6392
N -0.0522 1.5813 -1.1577
N 0.0027 -0.8734 2.0570
N -2.3737 -0.9858 2.4711
N -2.4024 2.1463 -1.1597
N 1.9808 0.1331 0.2352
N -2.0269 0.5668 0.6364
N 2.3627 -1.3944 2.0808
N 2.3318 1.7496 -1.5317
C 0.6860 4.9076 -4.2545
C 1.3920 3.9699 -3.5175
C 0.6905 -2.4776 3.5328
C -1.3656 -2.8944 -0.5320
C 4.1516 -0.3450 0.7347
C 1.1183 -1.5358 2.4972
C -1.4307 4.2078 -3.2920
C -0.7035 5.0244 -4.1438
C -1.1640 2.2785 -1.5711
C -6.5335 1.4131 0.4695
C -0.7219 3.2658 -2.5621
C -1.4119 -3.1304 4.5554
C -5.3546 -0.0668 1.9951
C 6.5101 0.5485 -0.3696
C -1.1229 -1.3393 2.6917
C -4.1816 1.1931 0.2750
C 2.7676 -0.5979 1.0884
C -6.5262 0.5051 1.5423
C 0.6611 3.1485 -2.6725
C 5.3270 1.0301 -0.8935
C -5.3673 1.7700 -0.1762
C 1.4091 -3.3746 4.3130
C 0.6946 -4.1449 5.2136
C -2.8065 1.3469 -0.1576
C -4.1730 0.2874 1.3442
C 6.5198 -0.3674 0.6953
C -2.8296 -2.7688 -0.7415
C 5.3475 -0.8251 1.2634
C -0.7579 -4.2110 -0.1971
C -0.6961 -4.0242 5.3330
C -2.7941 -0.1019 1.5598
C -0.6943 -2.3576 3.6509
C 2.7533 0.8661 -0.6151
C 1.0839 2.0879 -1.7524
C 4.1416 0.5680 -0.3261
H -3.0814 -1.8243 -1.2168
H 2.4666 3.8776 -3.5893
H -1.2162 5.7713 -4.7352
H -5.3472 -0.7586 2.8259
H -2.4842 -3.0290 4.6489
H 1.2149 5.5683 -4.9281
H 5.3465 -1.5261 2.0861
H 0.1573 -4.0626 0.3718
H 5.3122 1.7380 -1.7103
H -3.2162 -3.6183 -1.3052
H -1.2179 -4.6402 6.0532
H 7.4534 0.8808 -0.7816
H 2.4826 -3.4582 4.2170
H -2.5033 4.2968 -3.1921
H 1.2140 -4.8535 5.8446
H -0.5060 -4.6976 -1.1452
H -7.4750 1.8400 0.1511
H 7.4710 -0.7163 1.0746
H -3.2913 -2.8164 0.2520
H -7.4628 0.2579 2.0240
H -5.3649 2.4719 -0.9985
H -1.4578 -4.8561 0.3298
```

=====

Entry 4:
Here is C35H25BrF4N3O3PRuS2 as an isolated structure in a non-equilibrium geometry from the Open Molecules 2025 dataset. Energies are from the ωB97M-V functional and the def2-TZVPD basis.

Summary:
2S+1: 1
E_HOMO in eV: -7.5321
Orbital gap in eV: 7.54
ΔE to the lowest compared entry with this formula, charge and spin in kcal per mole: 89.50

XYZ file:
```
75
C35H25BrF4N3O3PRuS2 | the Open Molecules 2025 dataset | the ωB97M-V functional and the def2-TZVPD basis
Ru 1.8073 -1.0517 -1.0178
Br 2.6026 1.2973 -1.5278
S -2.9668 -0.4466 0.5977
S 2.8141 -1.7409 -2.9581
P -0.2595 0.3114 0.3524
F -1.2127 3.0262 1.7103
F 3.4310 4.0079 -0.8771
F -0.0684 5.3758 1.9126
F 2.2776 5.9144 0.6498
O -3.1723 -1.0397 1.9165
O -1.7955 0.7300 0.7502
O 3.6209 -1.4096 -0.1764
N -0.2259 -1.3173 0.3625
N 1.2052 -2.9033 -0.3670
N 4.4295 -2.2036 -0.9025
C -0.7298 1.5417 -2.2364
C -0.4665 -0.8324 -2.3005
C 4.2257 -2.4043 -2.2253
C -0.5008 0.3424 -1.5425
C -0.0776 3.1921 1.0229
C 2.4884 0.2313 3.4508
C -0.2874 -3.5157 1.3980
C 5.4768 -2.7436 -0.2383
C -0.5492 -0.7997 -3.6990
C 1.7334 -4.1273 -0.3813
C 0.2412 -4.7823 1.3591
C 1.9054 0.2697 2.1934
C -6.3047 2.6166 0.0451
C 6.2527 -3.7189 -2.2638
C -4.2660 0.7677 0.3930
C -0.7377 0.3950 -4.3559
C 1.7003 4.7211 0.5217
C -0.2713 0.3957 3.1980
C -7.4141 3.6171 -0.1313
C 1.2626 -5.1137 0.4536
C -5.3504 2.4188 -0.9501
C 0.2100 -2.5680 0.4798
C 2.2790 3.7375 -0.2539
C -0.8586 1.5688 -3.6092
C 1.6641 2.5052 -0.3818
C 5.1779 -3.1747 -2.9152
C -4.3321 1.4939 -0.7849
C 0.4666 2.1774 0.2442
C 1.6953 0.2844 4.5892
C 0.3181 0.3683 4.4568
C 0.5094 4.4410 1.1604
C -6.2191 1.8639 1.2141
C 0.5195 0.3462 2.0531
C 6.4045 -3.5048 -0.8870
C -5.2060 0.9354 1.3934
H -7.4081 4.3493 0.6773
H -1.0462 2.5108 -4.1095
H -0.4915 -1.7285 -4.2526
H -6.9571 2.0080 1.9946
H -3.5876 1.3469 -1.5602
H -8.3876 3.1242 -0.1195
H 6.9735 -4.3134 -2.8081
H 1.6854 -6.1065 0.4182
H 2.1487 0.2626 5.5720
H 3.5661 0.1663 3.5376
H -0.1209 -5.5331 2.0505
H -0.8175 0.4221 -5.4347
H -5.1285 0.3428 2.2957
H 2.5471 0.2409 1.3185
H -0.3105 0.4079 5.3380
H -1.0549 -3.2102 2.0954
H -1.3482 0.4400 3.1134
H 5.4912 -2.5084 0.8150
H -7.3188 4.1531 -1.0745
H 2.5411 -4.2880 -1.0859
H -5.4065 2.9974 -1.8645
H -0.4526 -1.7997 -1.8174
H 7.2282 -3.9264 -0.3316
H 5.0238 -3.3253 -3.9743
H -0.8155 2.4712 -1.6887
```

=====

Entry 5:
Here is C35H25BrF6IrN3O3PS2Te as an isolated structure from the Open Molecules 2025 dataset. Energies are from the ωB97M-V functional and the def2-TZVPD basis.

Summary:
2S+1: 2
E_HOMO (alpha / beta) in eV: -7.4506 / -7.4389
Orbital gap (alpha / beta) in eV: 7.65 / 5.52
ΔE to the lowest compared entry with this formula, charge and spin in kcal per mole: 8.33

XYZ file:
```
78
C35H25BrF6IrN3O3PS2Te | the Open Molecules 2025 dataset | the ωB97M-V functional and the def2-TZVPD basis
Ir 0.3173 0.5308 -0.1848
Te -0.3716 0.7582 -2.6188
Br 3.3397 2.0523 1.2615
S 2.4725 0.1533 -1.3685
S -2.3360 -0.9665 -4.6217
P -2.9787 0.5562 0.4023
F 4.0203 -2.2529 -2.9086
F -0.1175 5.7062 1.3158
F 4.9947 -1.9300 -1.0061
F 1.6584 4.9897 0.3131
F 4.5796 -3.9404 -1.6790
F -0.1935 5.2235 -0.7881
O -0.5492 3.1397 1.8238
O 0.2170 2.6042 -0.2354
O 1.3962 1.5036 5.9416
N -1.5486 -0.0255 0.4964
N 0.9761 0.6766 1.9075
N 0.8357 -1.4194 -0.2656
C -6.5069 -1.5384 0.1847
C 2.7480 -2.6468 -0.9635
C -5.5774 -0.5109 0.1516
C -2.0698 -1.8071 -2.2222
C -3.8229 -2.0829 0.6033
C -4.3763 2.5937 1.8809
C 0.1402 0.4894 4.1527
C -4.2413 1.9851 -3.2323
C -1.6402 -0.8072 -3.0555
C 0.3256 4.8483 0.3963
C -4.7530 -3.1125 0.6520
C 4.0884 -2.6880 -1.6417
C -4.8304 3.1496 3.0710
C -6.0956 -2.8419 0.4341
C 2.1931 1.6268 3.7446
C -3.2076 -2.3590 -4.1574
C -4.5230 2.5528 4.2825
C -2.9739 -2.6948 -2.8554
C 0.3204 -2.5016 0.3204
C -3.3081 0.8416 3.1155
C 0.9769 -3.7106 0.2700
C 0.0590 0.2647 2.8014
C -3.1348 3.7842 -2.0838
C 2.0313 -1.4431 -0.8901
C 2.0215 1.3487 2.4039
C -3.5973 1.4419 1.8902
C -2.9398 2.9606 -0.9860
C -3.7862 3.2954 -3.2087
C -3.3921 1.6403 -0.9990
C -3.7645 1.3888 4.3020
C 1.2274 1.1999 4.6409
C 2.2056 -3.7757 -0.3861
C -0.0509 3.3812 0.7441
C -4.0455 1.1607 -2.1332
C -4.2235 -0.7787 0.3434
H -6.8235 -3.6424 0.4667
H -4.4303 -4.1250 0.8610
H -2.4469 3.3428 -0.1033
H -4.6347 3.0707 0.9444
H -5.4266 4.0528 3.0472
H -2.7334 -0.0782 3.1330
H -0.6566 0.1462 4.8003
H 0.5497 -4.5823 0.7428
H 0.6386 1.1959 6.4518
H -0.7906 -0.2356 2.3514
H -3.5388 0.9037 5.2441
H -0.6272 -2.3354 0.8171
H -3.4424 -3.5339 -2.3618
H -4.3872 0.1330 -2.1686
H -1.7684 -1.8594 -1.1866
H -5.9094 0.5065 -0.0217
H -4.8784 2.9868 5.2083
H -7.5552 -1.3219 0.0236
H -3.9376 3.9369 -4.0674
H -3.8534 -2.8582 -4.8620
H -2.7728 4.8031 -2.0625
H -2.7697 -2.2731 0.7695
H 2.7492 -4.7091 -0.4340
H -4.7438 1.5987 -4.1100
H 3.0480 2.1903 4.0837
```